# 1
{
  "formula": "C31H71N7O6",
  "method": "ωB97M-V with the def2-TZVPD basis set",
  "symbols": ["C", "C", "C", "C", "C", "C", "C", "C", "C", "N", "O", "H", "H", "H", "H", "H", "H", "H", "H", "H", "H", "H", "H", "H", "H", "H", "H", "H", "H", "H", "C", "C", "C", "C", "C", "C", "C", "C", "C", "N", "O", "H", "H", "H", "H", "H", "H", "H", "H", "H", "H", "H", "H", "H", "H", "H", "H", "H", "H", "H", "C", "C", "C", "C", "C", "C", "C", "C", "C", "N", "O", "H", "H", "H", "H", "H", "H", "H", "H", "H", "H", "H", "H", "H", "H", "H", "H", "H", "H", "H", "N", "C", "N", "O", "H", "H", "H", "H", "N", "C", "N", "O", "H", "H", "H", "H", "C", "C", "O", "H", "H", "H", "H", "H", "H"],
  "positions_angstrom": [[8.64601, -9.69455, -6.37134], [9.08690, -9.15019, -5.05879], [7.94248, -9.19660, -4.04340], [10.15938, -10.21837, -4.61611], [11.03266, -9.71053, -3.37718], [11.70751, -8.40516, -3.72910], [10.64857, -7.34445, -4.20871], [9.93158, -6.76230, -3.00244], [11.54608, -6.20449, -4.87821], [9.75534, -7.88352, -5.21957], [8.98144, -6.89421, -5.83141], [8.04446, -8.94501, -6.88553], [9.49511, -10.02800, -6.96795], [7.96312, -10.54396, -6.38793], [7.12037, -9.86826, -4.29056], [8.24667, -9.55230, -3.05899], [7.48277, -8.21725, -3.91050], [9.65576, -11.12664, -4.28514], [10.85416, -10.48433, -5.41275], [10.42826, -9.60540, -2.47621], [11.74037, -10.52553, -3.22542], [12.26684, -8.66859, -4.62678], [12.29088, -7.94987, -2.92877], [9.28086, -5.90060, -3.15125], [10.73014, -6.37031, -2.37256], [9.31289, -7.52473, -2.52913], [12.04901, -5.68607, -4.06187], [10.86149, -5.56058, -5.43032], [12.31430, -6.51954, -5.58437], [9.29669, -7.10757, -6.71272], [7.05829, -16.39350, 4.61278], [6.08393, -16.19558, 3.35470], [6.59020, -14.98122, 2.53551], [6.25726, -17.42902, 2.40430], [5.42022, -18.57280, 2.89434], [3.95830, -18.11454, 2.88409], [3.71567, -16.79458, 3.79177], [2.38651, -16.24083, 3.23535], [3.57677, -17.18233, 5.23419], [4.74049, -15.78927, 3.64653], [4.74914, -14.64761, 4.55700], [7.98751, -16.89117, 4.33535], [7.40146, -15.54445, 5.20391], [6.43279, -16.95908, 5.30341], [6.78809, -14.10721, 3.15603], [7.52577, -15.16813, 2.00838], [5.81839, -14.66790, 1.83249], [5.94893, -17.24237, 1.37562], [7.28824, -17.78268, 2.41461], [5.52517, -19.50539, 2.33993], [5.73564, -18.84000, 3.90292], [3.40115, -18.90866, 3.38115], [3.53268, -18.04134, 1.88330], [1.57386, -16.96449, 3.29871], [2.59773, -16.02796, 2.18741], [2.18054, -15.23376, 3.59795], [3.26580, -16.37685, 5.89947], [4.44066, -17.74388, 5.58981], [2.73224, -17.86152, 5.35065], [4.44988, -13.98329, 3.93192], [11.53022, -8.44112, 6.28473], [11.47604, -7.34848, 5.29656], [10.21046, -7.44698, 4.33699], [11.34642, -5.96795, 5.99640], [12.68989, -5.60619, 6.65741], [13.84324, -5.53038, 5.66203], [14.07794, -6.91154, 4.86381], [14.91967, -6.66760, 3.62966], [14.69381, -7.93891, 5.85647], [12.70159, -7.31716, 4.40946], [12.72545, -8.37169, 3.53513], [11.64595, -9.40623, 5.79151], [12.30214, -8.42778, 7.05418], [10.56084, -8.55012, 6.77105], [10.28800, -6.96312, 3.36335], [9.96482, -8.50607, 4.25893], [9.32228, -7.09660, 4.86280], [11.19330, -5.32091, 5.13269], [10.46623, -5.98334, 6.63916], [12.62124, -4.59531, 7.05930], [12.92459, -6.26703, 7.49187], [14.76944, -5.24386, 6.16020], [13.74311, -4.77582, 4.88183], [14.42524, -6.00100, 2.92307], [15.19600, -7.50010, 2.98260], [15.81620, -6.13008, 3.93855], [14.41729, -7.75846, 6.89525], [15.77525, -7.81105, 5.80923], [14.37319, -8.94890, 5.60108], [12.08729, -8.16973, 2.84697], [5.99785, -1.77816, 3.79814], [5.05492, -0.84633, 3.73353], [3.86817, -1.23481, 3.27694], [5.40262, 0.26351, 4.13971], [5.81026, -2.69626, 3.42131], [6.96677, -1.51792, 3.91463], [3.28112, -0.57047, 2.79306], [3.57319, -2.20035, 3.30549], [-0.62170, -11.01592, 6.41681], [-0.33086, -9.80276, 6.43057], [-1.28683, -8.85226, 6.30566], [0.76706, -9.23665, 6.49148], [-1.57604, -11.33768, 6.49293], [0.06225, -11.70091, 6.12852], [-0.89491, -7.92713, 6.20251], [-2.27056, -9.02884, 6.16007], [3.24184, -8.60463, 1.77550], [2.41683, -7.37520, 1.95251], [3.13579, -6.52790, 2.88338], [4.19729, -8.28803, 1.35721], [2.76623, -9.25597, 1.04225], [3.47069, -9.11508, 2.71101], [1.40528, -7.65876, 2.24315], [2.22980, -6.89487, 0.99209], [2.91835, -6.94160, 3.72193]],
  "atomic_forces_ev_per_a": [[-1.0, 0.3, -1.9], [0.8, -2.3, 1.3], [-0.7, 0.4, 0.6], [0.6, 1.5, 2.1], [-0.9, -0.8, -0.8], [-1.7, -0.2, -1.2], [1.6, 0.9, -0.6], [0.1, 0.3, 0.3], [-1.3, -0.5, 0.5], [1.8, -1.2, 0.3], [-0.3, -0.2, -0.2], [0.2, 0.2, -0.4], [0.0, 0.5, -0.3], [0.1, -0.2, 0.8], [0.1, -0.1, -0.5], [0.3, 0.2, 0.1], [0.0, 0.1, 0.0], [-0.2, 0.0, -0.2], [-0.1, 0.2, -0.2], [-0.1, -0.2, 0.0], [0.3, 0.2, 0.4], [0.7, 0.5, 0.1], [0.2, -0.2, -0.2], [-0.1, 0.0, -0.7], [-0.2, -0.3, 0.6], [0.3, 0.0, 0.4], [-0.1, 0.3, -0.1], [0.2, 0.4, 0.3], [-0.1, -0.6, 0.1], [-0.5, 0.9, -0.6], [-1.3, -0.3, -0.3], [3.2, 1.9, -0.8], [0.7, 0.4, 0.0], [-0.5, -0.4, 0.7], [-0.9, 0.0, 0.2], [0.6, 0.2, 1.8], [-1.3, -0.6, -0.3], [1.0, 0.6, -0.6], [-1.1, -1.1, 0.8], [0.1, -0.5, -1.0], [-0.6, -1.7, -0.7], [-0.3, -0.4, -0.1], [-0.5, 0.6, -0.5], [0.6, -0.5, 0.3], [0.0, -0.1, 0.3], [0.0, -0.2, -0.1], [0.1, -0.3, -0.3], [0.1, 0.5, 0.0], [0.2, 0.6, -0.1], [0.1, 0.1, -0.4], [-0.1, 0.1, 0.3], [-0.4, 0.1, 0.1], [0.3, 0.4, -0.1], [-0.1, 0.3, 0.2], [-0.2, -0.3, -0.3], [-0.5, -0.3, 0.7], [0.7, 0.4, -0.1], [0.1, 0.3, 0.2], [-0.1, -0.4, -0.2], [0.0, 0.4, 0.2], [-0.8, -2.0, 0.6], [0.4, 1.6, -1.4], [0.4, -1.2, 1.5], [1.5, -0.9, -1.1], [-0.5, 1.0, -0.3], [0.5, -1.7, -1.3], [-2.0, 0.0, 1.4], [0.3, 0.7, -0.4], [0.1, 0.5, -0.6], [-0.7, 2.8, 0.8], [0.4, -1.9, -0.3], [0.2, -0.1, -0.3], [0.0, 0.5, -0.1], [-0.1, 0.2, 0.3], [0.2, 0.0, 0.2], [0.2, -0.2, -0.7], [0.1, 0.6, 0.0], [-0.2, 0.6, 0.3], [0.2, 0.1, 0.2], [-0.2, 0.0, 0.4], [0.0, -0.1, 0.0], [0.1, -0.3, 0.2], [-0.6, 0.2, 0.1], [-0.4, 0.2, 0.3], [0.0, -0.5, 0.7], [0.3, -0.2, 0.0], [-0.2, 0.1, -0.1], [0.1, -0.4, 0.0], [0.4, 0.0, -0.1], [0.0, 0.2, -0.2], [1.2, -3.1, -0.3], [2.4, 2.3, 1.5], [-2.2, -0.3, -0.8], [-1.4, 0.5, -0.8], [0.3, 0.1, 0.0], [-0.5, 0.2, 0.2], [0.1, -0.1, 0.5], [0.2, 0.3, -0.2], [-1.5, -6.9, -0.1], [2.3, 8.5, -0.4], [-2.5, 0.2, 0.0], [1.6, -2.0, 0.0], [0.2, 0.1, -0.2], [0.0, 0.2, 0.4], [-0.4, -0.3, 0.2], [0.2, 0.2, -0.1], [0.6, -0.2, -0.9], [0.2, 0.0, 0.1], [-1.3, -0.1, -0.6], [0.1, -0.1, 0.0], [0.0, -0.4, 0.2], [-0.3, -0.1, 0.0], [-0.1, 0.3, 0.8], [0.6, 0.5, 0.1], [0.2, 0.2, 0.4]],
  "mulliken_charge": [-2.03, 1.87, -1.90, -1.34, -0.69, -1.00, 1.14, -1.57, -1.81, 0.33, -0.47, 0.51, 0.37, 0.40, 0.40, 0.35, 0.36, 0.36, 0.44, 0.32, 0.39, 0.36, 0.47, 0.32, 0.43, 0.36, 0.41, 0.45, 0.37, 0.39, -1.50, 1.27, -2.00, -1.06, -0.75, -1.09, 1.34, -1.87, -1.78, 0.49, -0.51, 0.36, 0.33, 0.34, 0.41, 0.40, 0.43, 0.35, 0.50, 0.40, 0.34, 0.44, 0.39, 0.38, 0.46, 0.34, 0.32, 0.38, 0.49, 0.38, -1.89, 1.62, -1.93, -1.12, -0.62, -1.13, 1.43, -1.88, -1.66, 0.22, -0.47, 0.43, 0.28, 0.42, 0.40, 0.46, 0.44, 0.41, 0.47, 0.35, 0.33, 0.38, 0.42, 0.44, 0.35, 0.43, 0.30, 0.46, 0.30, 0.34, -0.39, 0.63, -0.36, -0.64, 0.15, 0.22, 0.21, 0.19, -0.33, 0.64, -0.42, -0.70, 0.20, 0.23, 0.22, 0.15, -0.88, -0.32, -0.49, 0.24, 0.32, 0.29, 0.23, 0.30, 0.30],
  "relative_energy_kj_mol": 403.01,
  "energy_ev": -56008.652,
  "homo_ev": -7.70,
  "gap_ev": 7.85,
  "smiles": "CC1(C)CCCC(C)(C)N1O.CC1(C)CCCC(C)(C)N1O.CC1(C)CCCC(C)(C)N1O.NC(N)=O.NC(N)=O.CCO"
}

---

# 2
{
  "formula": "C31H72BrClInN8O11",
  "method": "ωB97M-V with the def2-TZVPD basis set",
  "symbols": ["O", "C", "C", "O", "C", "O", "C", "In", "Cl", "C", "C", "C", "Br", "H", "H", "H", "H", "H", "H", "H", "H", "H", "H", "H", "H", "H", "H", "H", "H", "C", "O", "N", "C", "C", "H", "H", "H", "H", "H", "H", "H", "C", "O", "N", "C", "C", "H", "H", "H", "H", "H", "H", "H", "C", "O", "N", "C", "C", "H", "H", "H", "H", "H", "H", "H", "C", "O", "N", "C", "C", "H", "H", "H", "H", "H", "H", "H", "C", "O", "N", "C", "C", "H", "H", "H", "H", "H", "H", "H", "C", "O", "N", "C", "C", "H", "H", "H", "H", "H", "H", "H", "C", "O", "N", "C", "C", "H", "H", "H", "H", "H", "H", "H", "C", "O", "N", "C", "C", "H", "H", "H", "H", "H", "H", "H"],
  "positions_angstrom": [[5.60257, 6.83736, 2.53567], [5.31571, 5.52988, 2.05261], [4.08178, 4.94678, 2.71603], [3.74215, 3.74774, 2.05854], [2.37579, 3.45519, 1.94946], [1.88076, 3.53405, 0.65971], [2.37237, 4.61402, -0.18226], [0.62404, 5.31925, -1.36266], [1.60260, 6.84440, -3.07662], [-0.53658, 6.52911, 0.06457], [-0.07150, 6.21513, 1.48369], [-0.76629, 7.04274, 2.57853], [0.44164, 8.14763, 3.63218], [4.82916, 7.37501, 2.38569], [5.13134, 5.54628, 0.97126], [6.19968, 4.91919, 2.23612], [3.26035, 5.67344, 2.62699], [4.26739, 4.75772, 3.78139], [1.80105, 4.11136, 2.62552], [2.23287, 2.42208, 2.28055], [3.17914, 4.23258, -0.81042], [2.73285, 5.44640, 0.43134], [-0.17024, 4.06762, -2.18795], [-1.60207, 6.29058, -0.02763], [-0.39137, 7.59636, -0.14116], [-0.28403, 5.16666, 1.72086], [1.00349, 6.38490, 1.57716], [-1.28760, 6.41394, 3.29827], [-1.48474, 7.73298, 2.13852], [-2.04910, 4.54549, 5.40610], [-0.88934, 4.34643, 5.08834], [-2.43793, 5.42286, 6.34584], [-3.83011, 5.60916, 6.68863], [-1.41548, 6.20099, 7.02690], [-2.88988, 4.00339, 4.94625], [-4.13460, 6.64326, 6.50895], [-4.00221, 5.37007, 7.74003], [-4.44431, 4.94619, 6.08419], [-0.85369, 6.79345, 6.30490], [-0.71308, 5.54406, 7.54080], [-1.89213, 6.86150, 7.74755], [-2.20207, 1.72087, -2.65251], [-2.17181, 2.87134, -3.03039], [-1.41253, 0.76074, -3.17543], [-1.36008, -0.59457, -2.66915], [-0.56110, 1.14413, -4.28891], [-2.82659, 1.36700, -1.81189], [-0.35225, -0.83476, -2.32885], [-1.64883, -1.32528, -3.42899], [-2.03605, -0.68189, -1.81907], [0.09558, 1.96650, -4.00031], [-1.16365, 1.47818, -5.13507], [0.02858, 0.27635, -4.57239], [-0.53049, -4.15984, -3.77354], [-1.63431, -4.01788, -4.28248], [-0.31789, -4.28050, -2.45675], [1.00798, -4.45140, -1.90691], [-1.46483, -4.22894, -1.56391], [0.39479, -4.19324, -4.36764], [1.06911, -5.39674, -1.35809], [1.24528, -3.63436, -1.22810], [1.73712, -4.46122, -2.71734], [-2.16272, -5.01915, -1.82147], [-1.97485, -3.27180, -1.67367], [-1.13355, -4.34550, -0.53648], [2.33051, -0.96479, -4.92528], [1.54691, -1.83948, -4.60302], [2.92080, -0.86218, -6.12599], [3.82298, 0.22398, -6.44750], [2.62907, -1.87673, -7.12431], [2.60819, -0.15184, -4.23292], [3.44577, 0.80738, -7.28897], [4.81400, -0.15552, -6.70485], [3.91422, 0.88265, -5.58670], [1.56198, -1.90477, -7.34513], [2.91978, -2.86495, -6.76661], [3.18064, -1.64441, -8.03203], [-4.29199, -6.43808, -2.10376], [-3.78410, -6.67918, -1.02382], [-5.49530, -5.86060, -2.26598], [-6.04557, -5.58972, -3.57661], [-6.24925, -5.49470, -1.08023], [-3.79141, -6.67316, -3.05757], [-6.21883, -4.52101, -3.71377], [-6.99209, -6.11627, -3.71922], [-5.34101, -5.92180, -4.33590], [-5.68760, -4.78771, -0.46960], [-6.45479, -6.37254, -0.46707], [-7.18756, -5.03952, -1.38804], [-4.22152, 0.96781, 6.45586], [-4.14976, 2.17414, 6.60099], [-3.52523, 0.28780, 5.52925], [-3.62683, -1.14705, 5.38279], [-2.63890, 1.03767, 4.64737], [-4.86566, 0.32638, 7.08079], [-2.65813, -1.62566, 5.53937], [-3.98419, -1.41466, 4.38654], [-4.32850, -1.53534, 6.11902], [-1.87975, 1.57304, 5.21741], [-3.20077, 1.77415, 4.07336], [-2.15617, 0.34389, 3.96375], [3.79207, -7.50862, -1.34610], [4.66168, -7.46351, -0.49914], [3.27656, -8.64801, -1.84776], [2.23731, -8.64095, -2.85503], [3.78712, -9.91231, -1.34967], [3.33780, -6.60598, -1.78858], [1.33712, -9.14237, -2.49407], [2.57036, -9.14343, -3.76581], [1.98187, -7.61175, -3.10066], [3.63120, -9.99494, -0.27392], [4.85803, -9.99696, -1.53591], [3.26682, -10.72348, -1.85353], [1.61000, -0.94383, -0.10611], [0.60145, -1.61296, 0.06202], [2.16370, -0.13726, 0.80600], [3.35886, 0.63324, 0.51887], [1.53495, -0.02701, 2.11009], [2.15321, -0.93825, -1.06697], [4.16698, 0.36326, 1.20195], [3.16776, 1.70131, 0.60767], [3.67992, 0.42835, -0.50012], [1.50043, -0.99867, 2.60456], [0.51190, 0.33644, 2.01189], [2.10775, 0.67035, 2.71624]],
  "atomic_forces_ev_per_a": [[0.4, -0.4, 0.2], [-0.1, 0.1, -0.4], [0.0, 0.1, 0.1], [0.3, -0.3, 0.0], [-0.4, 0.3, 0.5], [0.2, -0.3, -0.2], [-0.5, 0.3, -0.2], [0.2, 0.1, 0.1], [0.0, 0.0, 0.1], [0.0, 0.1, 0.1], [-0.2, 0.2, 0.2], [-0.6, -0.2, -0.3], [0.2, 0.1, 0.2], [-0.4, 0.3, -0.1], [0.1, 0.0, 0.1], [0.0, 0.0, 0.1], [0.1, -0.1, 0.1], [-0.1, 0.1, 0.0], [0.1, 0.1, 0.0], [-0.1, 0.3, -0.1], [0.2, 0.1, 0.2], [0.2, -0.1, -0.1], [-0.1, -0.3, -0.2], [0.0, 0.1, -0.1], [-0.1, -0.1, 0.0], [0.3, 0.0, -0.1], [0.0, -0.2, 0.0], [0.1, 0.1, 0.1], [0.1, 0.1, 0.1], [0.0, -0.2, -0.1], [0.0, 0.0, 0.0], [0.0, 0.1, 0.1], [0.1, 0.1, 0.0], [0.0, -0.1, -0.1], [0.0, 0.0, 0.0], [0.0, 0.0, 0.0], [0.0, 0.0, 0.0], [0.0, 0.0, 0.0], [0.1, 0.0, 0.0], [0.0, 0.0, 0.0], [0.0, 0.0, 0.0], [0.5, 0.0, 0.2], [-0.7, 0.1, -0.1], [-0.1, -0.2, -0.2], [0.0, 0.1, 0.0], [0.1, -0.1, 0.2], [0.0, 0.0, -0.1], [0.0, -0.1, 0.1], [0.0, 0.0, 0.0], [0.0, 0.0, 0.0], [0.0, 0.0, 0.0], [0.0, 0.0, 0.0], [0.0, 0.0, -0.1], [-0.1, 0.1, -0.2], [0.1, -0.1, 0.0], [0.0, 0.0, 0.1], [0.0, 0.0, 0.0], [0.1, 0.1, -0.2], [0.0, 0.0, 0.0], [0.0, 0.0, 0.0], [0.0, 0.1, 0.1], [0.0, 0.0, 0.0], [0.0, 0.0, 0.1], [0.0, 0.0, 0.1], [0.0, 0.0, 0.0], [-0.1, 0.2, 0.4], [0.1, -0.2, -0.1], [0.1, -0.1, -0.2], [0.0, -0.1, 0.0], [0.0, 0.0, 0.0], [0.0, 0.0, 0.0], [0.0, 0.0, 0.0], [0.0, 0.0, 0.0], [0.0, 0.0, 0.0], [0.0, 0.0, 0.0], [0.0, 0.0, 0.0], [0.0, 0.0, 0.0], [0.2, -0.1, 0.0], [-0.1, -0.1, 0.0], [-0.1, 0.0, 0.0], [0.0, 0.0, 0.1], [0.0, 0.0, 0.0], [0.0, 0.0, 0.0], [0.0, 0.0, 0.0], [0.0, 0.0, 0.0], [0.0, 0.0, 0.0], [0.0, 0.0, 0.0], [0.0, 0.0, 0.0], [0.0, 0.0, 0.0], [0.1, 0.0, -0.1], [-0.1, 0.1, 0.1], [0.1, 0.0, -0.1], [0.0, 0.0, 0.0], [0.0, 0.0, 0.1], [0.0, 0.0, 0.0], [0.0, 0.0, 0.0], [0.0, 0.0, 0.0], [0.0, 0.0, 0.0], [0.0, 0.0, 0.0], [0.0, 0.0, 0.0], [0.0, 0.0, 0.0], [0.0, 0.1, 0.0], [0.0, 0.0, 0.0], [-0.1, -0.1, -0.1], [0.0, 0.0, 0.0], [0.0, 0.0, 0.0], [0.0, 0.0, 0.0], [0.0, 0.0, 0.0], [0.0, 0.0, 0.0], [0.0, 0.0, 0.0], [0.0, 0.0, 0.0], [0.0, 0.0, 0.0], [0.0, 0.0, 0.0], [-0.1, 0.1, -0.2], [0.0, -0.1, 0.1], [0.0, 0.0, 0.1], [0.1, 0.1, 0.1], [0.0, -0.1, 0.0], [0.0, 0.0, 0.0], [0.0, -0.1, 0.0], [0.0, -0.1, -0.2], [0.0, 0.0, 0.0], [0.0, 0.0, 0.0], [0.0, 0.1, 0.0], [0.0, -0.2, 0.0]],
  "mulliken_charge": [-0.56, -0.36, -0.02, -0.27, 0.32, -0.18, -0.71, 0.91, -0.64, -1.50, 0.42, -0.27, -0.27, 0.31, 0.24, 0.32, -0.04, 0.29, 0.52, -0.73, 0.35, 0.02, -0.41, 0.38, 0.36, 0.15, -0.15, -0.07, 0.46, 0.15, -0.62, 0.19, -0.97, -0.85, 0.26, 0.36, 0.35, 0.30, 0.18, 0.29, 0.39, 0.11, -0.57, 0.23, -0.84, -0.75, 0.28, 0.23, 0.35, 0.26, 0.25, 0.33, 0.06, 0.07, -0.64, 0.37, -0.81, -0.85, 0.30, 0.43, 0.02, 0.30, 0.25, 0.14, 0.40, 0.15, -0.56, 0.14, -0.92, -0.98, 0.27, 0.34, 0.35, 0.30, 0.29, 0.27, 0.39, 0.16, -0.63, 0.12, -0.93, -0.94, 0.28, 0.34, 0.36, 0.29, 0.28, 0.29, 0.39, 0.13, -0.54, 0.18, -0.93, -0.89, 0.22, 0.33, 0.33, 0.30, 0.24, 0.22, 0.43, 0.14, -0.62, 0.10, -0.85, -0.94, 0.26, 0.34, 0.34, 0.25, 0.30, 0.28, 0.38, 0.36, -0.68, 0.27, -0.53, -1.33, 0.09, 0.29, 0.13, 0.29, 0.35, 0.40, 0.51],
  "energy_ev": -155497.604,
  "homo_ev": -4.78,
  "charge": -1,
  "gap_ev": 6.56
}